One molecule with the formula C17H21NO3, computed with wB97M-V/def2-TZVPD.

- E_LUMO (eV) = 0.56
- SMILES string = CCOC(=O)C(NC(=O)c1ccccc1)=C1CCCCC1
- M (g/mol) = 287.4
- calculated total energy (eV) = -25603.1732
- E_HOMO (eV) = -8.40
- spin multiplicity = 1
- ΔE to the lowest compared entry with this formula, charge and spin (kcal per mole) = 11.8

Each atom is followed by the atoms it is bonded to, with distances in Å.
Cartesian coordinates (Å):
1 C 2.43752 3.44706 -2.57940  C2 1.517, H22 1.086, H23 1.087, H24 1.086
2 C 1.09162 2.75235 -2.50034  C1 1.517, O3 1.429, H25 1.095, H26 1.096
3 O 1.18633 1.68893 -1.55025  C2 1.429, C4 1.329
4 C 0.13592 0.87807 -1.47860  O3 1.329, O5 1.204, C6 1.510
5 O -0.79678 0.88042 -2.23942  C4 1.204
6 C 0.30175 -0.15243 -0.38726  C4 1.510, N7 1.398, C16 1.335
7 N -0.55319 0.06343 0.69735  C6 1.398, C8 1.363, H27 1.009
8 C -1.14314 1.26793 0.93876  N7 1.363, O9 1.216, C10 1.488
9 O -0.91427 2.25091 0.26058  C8 1.216
10 C -2.06169 1.28900 2.10955  C8 1.488, C11 1.392, C15 1.392
11 C -2.80899 0.18089 2.49938  C10 1.392, C12 1.383, H28 1.081
12 C -3.66124 0.26854 3.58559  C11 1.383, C13 1.385, H29 1.080
13 C -3.77241 1.45488 4.29218  C12 1.385, C14 1.385, H30 1.080
14 C -3.04180 2.56481 3.90022  C13 1.385, C15 1.382, H31 1.080
15 C -2.19663 2.48467 2.80980  C10 1.392, C14 1.382, H32 1.079
16 C 1.13287 -1.19107 -0.50385  C6 1.335, C17 1.501, C21 1.503
17 C 1.94002 -1.43537 -1.74509  C16 1.501, C18 1.533, H33 1.089, H34 1.094
18 C 1.48696 -2.75136 -2.38696  C17 1.533, C19 1.525, H35 1.092, H36 1.092
19 C 1.61796 -3.90335 -1.39572  C18 1.525, C20 1.525, H37 1.092, H38 1.093
20 C 0.81411 -3.61608 -0.13178  C19 1.525, C21 1.533, H39 1.092, H40 1.092
21 C 1.27470 -2.29847 0.50189  C16 1.503, C20 1.533, H41 1.091, H42 1.094
22 H 2.38199 4.27174 -3.28416  C1 1.086
23 H 3.20389 2.74939 -2.90744  C1 1.087
24 H 2.71348 3.83140 -1.60155  C1 1.086
25 H 0.30599 3.43626 -2.16233  C2 1.095
26 H 0.79410 2.33647 -3.47007  C2 1.096
27 H -0.68997 -0.69405 1.34950  N7 1.009
28 H -2.75865 -0.74191 1.93857  C11 1.081
29 H -4.24482 -0.59154 3.87949  C12 1.080
30 H -4.43631 1.51577 5.14173  C13 1.080
31 H -3.13583 3.49371 4.44260  C14 1.080
32 H -1.62724 3.34080 2.48104  C15 1.079
33 H 1.82557 -0.61828 -2.45527  C17 1.089
34 H 2.99805 -1.51215 -1.47915  C17 1.094
35 H 2.08710 -2.95272 -3.27623  C18 1.092
36 H 0.44500 -2.65154 -2.69780  C18 1.092
37 H 1.26653 -4.82955 -1.85492  C19 1.092
38 H 2.67003 -4.03841 -1.13260  C19 1.093
39 H 0.93387 -4.43262 0.58363  C20 1.092
40 H -0.24557 -3.54030 -0.38595  C20 1.092
41 H 0.71378 -2.10714 1.41792  C21 1.091
42 H 2.32941 -2.38907 0.77636  C21 1.094